Entry 1:
The molecule C4H6N2OS. Source: the Open Molecules 2025 dataset; level of theory: the ωB97M-V functional and the def2-TZVPD basis.

ΔE to the lowest compared entry with this formula, charge and spin (kJ/mol): 594.4
LUMO energy (eV): 0.4
HOMO energy (eV): -8.3246
SMILES string: C=C1NC=NOCS1
Frontier orbital gap (eV): 8.7212

Positions of all 14 atoms, in Å:
C: -0.958 -2.060 0.940
C: -0.534 -0.865 0.427
N: 0.709 -0.770 -0.279
C: 1.204 0.070 -1.170
N: 1.007 1.356 -1.396
O: 0.293 2.412 -0.738
C: -0.298 1.933 0.438
S: -1.688 0.546 0.102
H: -0.313 -2.916 0.894
H: -1.929 -2.301 1.220
H: 0.972 -1.889 -0.458
H: 1.832 -0.256 -1.974
H: -0.691 2.947 0.816
H: 0.395 1.793 1.178

Atom charges from the natural (NBO) analysis, given in e for atoms 1 to 5: -0.481 0.066 -0.636 0.183 -0.224

---

Entry 2:
The molecule C2H6N4OS. Source: the Open Molecules 2025 dataset; level of theory: the ωB97M-V functional and the def2-TZVPD basis.

ΔE to the lowest compared entry with this formula, charge and spin (kJ/mol): 434.0
LUMO energy (eV): 0.2
HOMO energy (eV): -9.2370
SMILES string: [H]/N=C\NS/C(=N\[H])NO
Frontier orbital gap (eV): 9.4593

Positions of all 14 atoms, in Å:
H: -0.296 -0.186 -2.764
N: 0.184 -1.075 -2.479
C: 0.057 -1.602 -1.366
N: -0.447 -1.124 -0.155
S: -1.477 0.165 -0.046
C: -0.278 1.362 0.462
N: -0.237 2.667 0.384
H: -1.068 3.040 -0.045
N: 0.802 0.892 1.189
O: 0.594 -0.237 2.069
H: 0.674 -2.614 -1.058
H: -0.643 -1.929 0.528
H: 1.148 1.667 1.818
H: 0.986 -1.027 1.461

Atom charges from the natural (NBO) analysis, given in e for atoms 1 to 5: 0.373 -0.680 0.298 -0.831 0.470